Molecular formula: C40H50NO2
Method: DFT, ωB97M-V/def2-TZVPD

Computed properties:
Charge: +1
Energy in eV: -47866.5366
HOMO level in eV: -10.59

Bonds (Å) are listed after each position.
Positions of all 93 atoms, in Å:
1 C 1.99102 0.59037 1.84257  C2 1.559, H14 1.100, H15 1.105, H16 1.109
2 C 0.52942 0.25070 1.42016  C1 1.559, C3 1.587, H17 1.105, H18 1.102
3 C 0.64456 -0.82779 0.26141  C2 1.587, C4 1.540, H19 1.103, H20 1.105
4 C 1.20974 -2.10178 0.91667  C3 1.540, C5 1.581, N8 1.490, H21 1.102
5 C 0.19028 -2.73105 1.94812  C4 1.581, C6 1.591, H22 1.099, H23 1.096
6 C 1.04445 -4.03260 2.27789  C5 1.591, C7 1.551, H24 1.099, H25 1.107
7 C 1.38964 -4.39697 0.81014  C6 1.551, N8 1.286, H26 1.092
8 N 1.45532 -3.32489 0.10235  C4 1.490, C7 1.286, O9 1.356
9 O 1.69122 -3.47647 -1.22431  N8 1.356, C10 1.447
10 C 2.71291 -2.58088 -1.72100  O9 1.447, C11 1.552, H27 1.105, H28 1.105
11 C 4.01033 -2.52167 -0.87092  C10 1.552, C12 1.544, O13 1.433, H29 1.102
12 C 4.95000 -3.73223 -1.06051  C11 1.544, H30 1.108, H31 1.105, H32 1.099
13 O 4.73076 -1.36208 -1.30565  C11 1.433, H33 0.955
14 H 2.10436 1.59395 2.27795  C1 1.100
15 H 2.43807 -0.15987 2.52025  C1 1.105
16 H 2.60745 0.59626 0.92036  C1 1.109
17 H 0.03950 1.16312 1.03497  C2 1.105
18 H -0.10608 -0.09123 2.25271  C2 1.102
19 H -0.31225 -0.99314 -0.26094  C3 1.103
20 H 1.32920 -0.36156 -0.47013  C3 1.105
21 H 2.12425 -2.01652 1.52638  C4 1.102
22 H -0.70550 -2.91789 1.33997  C5 1.099
23 H 0.09118 -2.23643 2.92164  C5 1.096
24 H 1.86618 -3.90948 2.99697  C6 1.099
25 H 0.26516 -4.74700 2.60570  C6 1.107
26 H 1.52383 -5.44264 0.52466  C7 1.092
27 H 2.99822 -2.98381 -2.70934  C10 1.105
28 H 2.28651 -1.58216 -1.92771  C10 1.105
29 H 3.84943 -2.38295 0.21058  C11 1.102
30 H 4.56840 -4.65938 -0.58896  C12 1.108
31 H 5.87895 -3.49127 -0.51181  C12 1.105
32 H 5.21732 -3.93622 -2.10710  C12 1.099
33 H 4.31906 -1.01427 -2.09420  O13 0.955
34 C -3.64326 1.26550 -2.45383  C35 1.387, C39 1.389, H40 1.083
35 C -2.93720 0.37265 -1.66049  C34 1.387, C36 1.388, H41 1.084
36 C -3.20967 0.28402 -0.30194  C35 1.388, C37 1.390, H42 1.085
37 C -4.19783 1.08058 0.26374  C36 1.390, C38 1.389, H43 1.083
38 C -4.90849 1.97083 -0.53172  C37 1.389, C39 1.390, H44 1.083
39 C -4.62749 2.06779 -1.88968  C34 1.389, C38 1.390, H45 1.083
40 H -3.42524 1.33728 -3.51215  C34 1.083
41 H -2.17054 -0.25368 -2.10275  C35 1.084
42 H -2.64868 -0.40666 0.31824  C36 1.085
43 H -4.41280 1.00852 1.32276  C37 1.083
44 H -5.67910 2.59175 -0.09280  C38 1.083
45 H -5.17558 2.76783 -2.50766  C39 1.083
46 C -0.21846 2.83538 -2.04572  C47 1.389, C51 1.390, H52 1.084
47 C -1.02648 3.61091 -2.86791  C46 1.389, C48 1.389, H53 1.082
48 C -0.46411 4.60691 -3.65606  C47 1.389, C49 1.390, H54 1.083
49 C 0.90907 4.82120 -3.62947  C48 1.390, C50 1.389, H55 1.083
50 C 1.71804 4.04344 -2.81025  C49 1.389, C51 1.390, H56 1.083
51 C 1.15403 3.05312 -2.01498  C46 1.390, C50 1.390, H57 1.085
52 H -0.66036 2.06140 -1.42825  C46 1.084
53 H -2.09459 3.43914 -2.89186  C47 1.082
54 H -1.09538 5.21570 -4.29190  C48 1.083
55 H 1.34800 5.59443 -4.24729  C49 1.083
56 H 2.78802 4.21022 -2.79072  C50 1.083
57 H 1.78505 2.45057 -1.37084  C51 1.085
58 C -3.45736 8.62118 -7.60908  C59 1.389, C63 1.389, H64 1.083
59 C -4.39227 7.59403 -7.57725  C58 1.389, C60 1.389, H65 1.083
60 C -4.41786 6.71008 -6.50604  C59 1.389, C61 1.390, H66 1.083
61 C -3.51364 6.85902 -5.46147  C60 1.390, C62 1.390, H67 1.084
62 C -2.58068 7.88859 -5.49163  C61 1.390, C63 1.389, H68 1.084
63 C -2.54983 8.76723 -6.56725  C58 1.389, C62 1.389, H69 1.083
64 H -3.43587 9.30811 -8.44572  C58 1.083
65 H -5.10106 7.48214 -8.38821  C59 1.083
66 H -5.14284 5.90586 -6.48461  C60 1.083
67 H -3.53682 6.17228 -4.62343  C61 1.084
68 H -1.87672 8.00593 -4.67629  C62 1.084
69 H -1.81972 9.56635 -6.59319  C63 1.083
70 C 5.50985 -1.50068 4.48703  C71 1.390, C75 1.390, H76 1.083
71 C 5.55289 -2.55029 3.57738  C70 1.390, C72 1.391, H77 1.084
72 C 5.10108 -3.81166 3.94929  C71 1.391, C73 1.390, H78 1.084
73 C 4.59668 -4.02093 5.22791  C72 1.390, C74 1.390, H79 1.083
74 C 4.55094 -2.96991 6.13588  C73 1.390, C75 1.390, H80 1.083
75 C 5.01099 -1.71133 5.76717  C70 1.390, C74 1.390, H81 1.083
76 H 5.86568 -0.51928 4.19920  C70 1.083
77 H 5.94049 -2.38554 2.57857  C71 1.084
78 H 5.14155 -4.63188 3.24158  C72 1.084
79 H 4.24042 -5.00245 5.51622  C73 1.083
80 H 4.15786 -3.13210 7.13165  C74 1.083
81 H 4.98049 -0.89459 6.47702  C75 1.083
82 C -4.27128 -5.17906 5.23957  C83 1.389, C87 1.389, H88 1.082
83 C -5.10491 -4.41068 4.43635  C82 1.389, C84 1.389, H89 1.083
84 C -4.57378 -3.39207 3.65558  C83 1.389, C85 1.389, H90 1.083
85 C -3.20627 -3.14762 3.67113  C84 1.389, C86 1.390, H91 1.084
86 C -2.37172 -3.91870 4.47232  C85 1.390, C87 1.389, H92 1.085
87 C -2.90452 -4.93189 5.25957  C82 1.389, C86 1.389, H93 1.083
88 H -4.68668 -5.97042 5.85023  C82 1.082
89 H -6.16965 -4.60542 4.41968  C83 1.083
90 H -5.22485 -2.78935 3.03493  C84 1.083
91 H -2.79143 -2.35513 3.05841  C85 1.084
92 H -1.30363 -3.72977 4.48444  C86 1.085
93 H -2.25534 -5.52903 5.88771  C87 1.083